Record 1
Entry from the Open Molecules 2025 dataset: a cluster of 4 separate species, C37H53F9N2O7S3 in total in a non-equilibrium geometry (ωB97M-V/def2-TZVPD).

Geometry as XYZ:
```
111
Properties=species:S:1:pos:R:3:forces:R:3:lowdin_charge:R:1
C 1.186 -0.879 2.264 0.1 -0.1 0.4 -0.065
C 2.167 -2.058 2.417 0.3 0.3 0.1 -0.387
C 3.614 -1.659 2.047 -0.5 -0.9 -0.2 -0.070
C 1.699 -3.382 1.742 0.0 0.6 0.3 -0.153
C 0.869 -3.243 0.454 0.3 -0.8 0.4 -0.144
C 1.545 -2.429 -0.659 0.8 -0.6 -0.1 -0.214
C 2.924 -2.977 -0.777 2.7 -1.3 -0.3 -0.212
N 3.963 -3.519 -0.875 -2.8 1.7 0.3 0.212
C 0.879 -2.586 -2.077 0.2 -0.8 0.3 -0.350
C 1.330 -3.919 -2.571 0.5 -2.6 -1.2 -0.195
N 1.642 -4.970 -2.989 -0.9 2.7 1.1 0.203
C 1.392 -1.563 -3.121 -0.1 0.3 0.4 -0.072
C 1.519 -0.115 -2.606 -0.2 0.2 -0.5 -0.064
C 2.940 0.425 -2.636 -1.1 -0.7 -0.2 -0.461
F 3.256 0.695 -3.921 0.3 0.6 -0.3 0.138
F 3.832 -0.500 -2.243 0.3 -0.2 0.6 0.135
C 3.137 1.667 -1.740 0.8 -0.4 -1.2 -0.353
F 3.040 1.271 -0.464 -0.6 0.1 0.5 0.159
F 4.407 2.062 -1.921 0.3 0.2 0.0 0.149
C 2.219 2.894 -2.073 0.6 0.4 1.3 -0.351
F 3.006 3.981 -2.073 0.2 0.4 0.1 0.164
F 1.661 2.832 -3.276 -0.4 -0.5 -0.3 0.185
C 1.141 3.202 -0.993 -0.5 0.9 -1.2 -0.565
F 1.674 3.526 0.160 0.3 -0.4 0.6 0.216
F 0.483 4.290 -1.431 -0.2 0.2 -0.1 0.159
F 0.244 2.239 -0.880 0.0 -0.6 0.4 0.194
C -0.667 -2.702 -2.062 -0.2 0.7 -0.4 -0.068
C -1.420 -1.378 -1.824 0.4 0.1 0.1 -0.347
C -1.247 -0.749 -0.441 -0.5 0.1 0.1 -0.017
O -2.792 -1.507 -2.164 0.6 -0.5 0.2 -0.105
C -3.525 -2.403 -1.333 -1.0 0.8 -0.3 -0.133
C -4.656 -1.633 -0.665 0.9 -0.7 -0.5 -0.187
C -4.625 -0.275 -0.604 1.4 1.1 -0.7 -0.051
C -5.590 0.445 0.019 -0.4 1.2 0.5 -0.077
C -6.642 -0.207 0.610 -0.4 1.3 0.4 -0.100
C -6.700 -1.563 0.520 -1.5 -0.7 0.9 -0.110
C -5.726 -2.271 -0.107 0.2 -1.5 -0.3 -0.066
H 1.187 -0.279 3.176 0.0 0.0 0.0 0.081
H 1.468 -0.192 1.461 -0.1 -0.1 -0.1 0.059
H 0.164 -1.231 2.128 0.0 0.1 -0.1 0.067
H 2.203 -2.266 3.490 -0.1 -0.2 0.0 0.122
H 3.654 -1.131 1.092 0.1 0.2 0.1 0.057
H 4.160 -2.592 1.897 0.3 0.2 0.1 0.068
H 4.101 -1.110 2.851 -0.1 0.3 -0.2 0.077
H 1.094 -3.901 2.488 -0.2 -0.1 -0.2 0.117
H 2.573 -4.017 1.591 0.0 0.0 -0.2 0.105
H -0.119 -2.883 0.729 0.0 0.3 -0.3 0.096
H 0.732 -4.260 0.069 -0.1 0.1 0.0 0.131
H 1.673 -1.394 -0.347 -0.2 0.1 -0.1 0.105
H 0.688 -1.570 -3.952 0.1 -0.1 0.0 0.134
H 2.350 -1.895 -3.520 0.0 0.0 0.1 0.131
H 1.073 0.067 -1.631 0.1 -0.2 0.0 0.091
H 0.972 0.520 -3.305 0.0 0.1 0.2 0.132
H -1.015 -3.504 -1.413 0.2 0.1 0.2 0.121
H -0.934 -3.015 -3.076 -0.1 0.0 0.0 0.139
H -1.027 -0.663 -2.553 -0.2 0.0 -0.1 0.139
H -1.823 0.176 -0.394 0.0 0.0 -0.1 0.083
H -0.223 -0.487 -0.189 0.1 -0.2 0.0 0.046
H -1.655 -1.390 0.343 0.1 0.0 0.0 0.085
H -2.924 -2.875 -0.555 0.2 -0.1 -0.2 0.124
H -3.968 -3.153 -1.992 0.2 -0.3 0.2 0.137
H -3.827 0.293 -1.053 0.1 -0.1 -0.2 0.096
H -5.479 1.527 0.051 -0.2 -0.2 0.0 0.094
H -7.386 0.384 1.127 -0.2 -0.2 0.0 0.104
H -7.538 -2.081 0.969 0.0 -0.1 0.0 0.110
H -5.789 -3.350 -0.167 0.0 -0.1 0.1 0.119
C -5.646 -3.252 6.151 0.1 0.1 0.0 -0.221
C -5.874 -1.936 5.395 0.0 -0.1 0.0 -0.212
C -4.883 -1.901 4.226 -0.2 0.4 0.2 -0.214
S -4.556 -3.613 3.794 -0.2 0.1 0.2 0.658
O -3.173 -3.905 4.074 0.0 0.0 -0.2 -0.323
O -5.144 -3.898 2.512 0.2 -0.2 -0.1 -0.322
C -5.565 -4.337 5.082 -0.1 0.0 0.3 -0.230
H -6.445 -3.454 6.864 0.0 0.0 0.0 0.115
H -4.705 -3.202 6.704 0.0 0.0 0.0 0.119
H -6.897 -1.910 5.011 0.0 0.0 0.0 0.117
H -5.747 -1.071 6.043 0.0 0.0 0.0 0.113
H -5.292 -1.388 3.357 0.1 -0.1 -0.1 0.093
H -3.937 -1.444 4.514 0.1 -0.1 0.0 0.105
H -5.105 -5.258 5.432 0.1 0.0 -0.1 0.108
H -6.546 -4.545 4.656 0.0 0.0 -0.1 0.108
C -2.819 6.564 -1.765 -0.1 0.0 0.1 -0.217
C -2.622 6.248 -0.277 0.0 0.0 0.0 -0.212
C -3.757 5.307 0.147 0.2 0.3 0.2 -0.216
S -4.232 4.397 -1.328 0.3 0.2 0.0 0.664
O -5.578 4.764 -1.682 -0.1 -0.2 0.0 -0.310
O -3.829 3.022 -1.186 -0.2 -0.2 0.0 -0.327
C -3.101 5.226 -2.440 0.2 0.3 -0.1 -0.227
H -1.945 7.051 -2.194 0.0 0.0 0.0 0.116
H -3.674 7.233 -1.890 0.0 0.0 0.0 0.120
H -1.659 5.751 -0.136 0.0 0.0 0.0 0.105
H -2.614 7.152 0.330 0.0 0.0 0.0 0.115
H -3.437 4.603 0.911 -0.1 -0.1 0.0 0.102
H -4.629 5.860 0.493 -0.1 -0.1 -0.1 0.105
H -3.560 5.324 -3.421 -0.1 -0.1 0.0 0.110
H -2.198 4.620 -2.506 0.0 -0.1 0.0 0.096
C 7.860 1.773 -2.045 0.1 -0.1 0.0 -0.221
C 7.922 1.024 -0.708 0.0 0.0 0.0 -0.214
C 9.399 0.931 -0.304 -0.3 -0.3 0.1 -0.220
S 10.213 2.354 -1.041 -0.3 0.0 0.1 0.660
O 11.152 1.887 -2.028 0.1 0.1 0.1 -0.319
O 10.600 3.276 -0.005 0.2 0.0 -0.1 -0.327
C 8.768 2.988 -1.885 -0.3 0.0 -0.2 -0.231
H 6.843 2.066 -2.297 0.0 0.0 0.0 0.095
H 8.234 1.130 -2.846 0.0 0.0 0.0 0.122
H 7.368 1.584 0.048 0.0 0.0 0.0 0.116
H 7.471 0.035 -0.778 0.0 0.0 0.0 0.115
H 9.529 0.968 0.775 0.2 0.1 0.0 0.101
H 9.869 0.034 -0.704 0.1 0.1 -0.1 0.105
H 9.064 3.436 -2.831 0.2 0.0 0.1 0.107
H 8.312 3.739 -1.241 0.1 0.0 0.0 0.107
```
Positions in Å, forces in eV/Å.

The calculation puts the largest force on an atom at 3.3 eV/A. The value obtained for the energy above the lowest of the compared OMol25 structures with the same formula, charge and spin is 0.637 eV. The LUMO energy comes out at 0.23 eV. Its SMILES is CC(C)CC[C@@H](C#N)[C@](C#N)(CCC(F)(F)C(F)(F)C(F)(F)C(F)(F)F)C[C@H](C)OCc1ccccc1.O=S1(=O)CCCC1.O=S1(=O)CCCC1.O=S1(=O)CCCC1.

Record 2
Entry from the Open Molecules 2025 dataset: a structure of composition C37H54BBr2ClF7LiMgN3O13S2 in a non-equilibrium geometry (ωB97M-V/def2-TZVPD).

Geometry as XYZ:
```
122
Properties=species:S:1:pos:R:3:forces:R:3:lowdin_charge:R:1
C 6.191 2.895 1.150 -1.5 -0.6 -1.1 -0.119
C 5.066 1.852 0.683 0.1 1.3 -0.1 -0.191
C 3.752 1.976 1.548 0.1 0.3 1.5 -0.235
C 4.054 2.329 3.083 0.2 0.8 -0.7 -0.067
C 2.767 0.720 1.401 0.2 1.4 -2.7 -0.310
C 3.106 -0.353 2.480 1.0 -0.2 0.3 -0.520
Br 2.115 -2.094 2.271 -0.1 0.4 0.0 0.817
C 4.634 -0.797 2.501 -0.9 -1.0 -0.4 -0.668
C 5.049 -1.767 1.338 1.3 0.2 0.1 -0.176
Br 4.835 -1.863 4.200 0.2 0.6 -0.2 0.618
O 3.083 0.274 0.065 0.4 -1.3 -0.3 -0.011
B 1.942 -0.214 -0.715 0.4 0.9 2.6 -0.786
C 2.041 -1.681 -1.384 0.1 -0.1 -1.2 -0.117
C 0.619 -2.197 -1.850 0.7 -0.4 0.3 -0.216
C 0.214 -3.372 -0.925 -1.5 -0.7 0.4 -0.188
C 1.043 -4.571 -0.837 -2.0 0.8 1.0 -0.012
C 0.647 -5.625 0.077 -0.7 2.3 -0.7 -0.048
C -0.558 -5.441 0.860 0.1 0.5 -0.4 -0.072
C -1.411 -4.276 0.754 2.2 0.2 -1.5 -0.063
C -1.013 -3.220 -0.160 1.0 -1.9 0.3 -0.036
O 0.857 0.013 0.253 -1.5 -1.6 0.4 -0.053
C 1.211 1.059 1.118 0.7 1.4 -0.1 -0.354
C 0.888 2.340 0.258 0.9 1.2 0.0 -0.107
C -0.426 2.222 -0.563 -0.5 0.9 0.3 -0.173
C -1.765 2.392 0.239 -0.9 0.2 -1.1 -0.190
C -2.932 2.368 -0.840 0.9 0.1 1.0 -0.158
C -4.372 2.487 -0.222 0.4 0.0 -2.6 -0.169
O -5.049 1.217 -0.512 0.6 0.3 2.2 -0.191
C -5.165 0.443 0.677 -0.7 -0.4 -0.9 -0.139
C 0.455 1.347 2.440 -0.4 -0.6 1.2 -0.097
C -0.223 0.149 3.151 -0.5 0.5 0.7 -0.187
C -1.121 -0.723 2.216 -0.1 -1.4 1.7 -0.107
C -2.067 -1.541 3.146 1.9 0.2 -0.3 -0.529
O -3.265 -1.501 3.027 -2.3 1.0 0.0 0.008
O -1.599 -2.316 4.141 0.2 0.7 -0.5 0.132
H 5.665 3.797 1.542 0.7 -0.6 0.0 0.070
H 6.908 2.456 1.868 -0.3 0.6 -0.5 0.063
H 6.689 3.233 0.212 0.3 -0.3 1.2 0.061
H 4.784 2.189 -0.348 0.1 -0.6 0.8 0.111
H 5.464 0.823 0.575 -0.3 0.6 0.2 0.086
H 3.273 2.919 1.174 0.0 -1.1 0.1 0.133
H 4.116 3.444 3.168 0.0 -1.0 0.0 0.082
H 3.233 2.022 3.768 0.7 0.0 -0.3 0.056
H 5.056 1.964 3.411 -0.9 0.1 0.0 0.082
H 2.876 -0.040 3.528 -0.1 -0.1 -1.1 0.067
H 5.341 0.043 2.614 -0.7 -0.4 -0.1 0.075
H 5.254 -2.796 1.723 -0.4 0.9 -0.3 0.051
H 4.340 -1.807 0.490 0.3 0.2 0.7 0.045
H 6.035 -1.405 0.945 -0.9 -0.3 0.2 0.093
H 1.725 0.558 -1.672 -0.4 0.4 -1.8 0.136
H 2.597 -2.418 -0.765 -0.6 0.2 -0.6 0.094
H 2.649 -1.550 -2.348 0.2 -0.1 0.9 0.092
H 0.684 -2.562 -2.948 -0.4 -0.9 1.0 0.080
H -0.143 -1.355 -1.859 0.4 -0.7 0.5 0.119
H 1.939 -4.594 -1.487 -0.6 -0.3 0.7 0.124
H 1.308 -6.508 0.151 -0.7 0.5 0.1 0.107
H -0.840 -6.236 1.581 0.2 0.6 -0.6 0.101
H -2.327 -4.139 1.350 0.6 -0.4 -0.3 0.098
H -1.647 -2.310 -0.236 0.7 -0.7 -0.1 0.114
H 0.788 3.233 0.937 0.1 -0.7 -0.6 0.128
H 1.710 2.644 -0.443 -0.6 -0.7 0.5 0.134
H -0.529 1.303 -1.179 0.4 0.6 0.6 0.097
H -0.413 3.063 -1.308 0.0 -0.7 0.6 0.123
H -1.851 3.375 0.777 0.4 -0.8 -0.3 0.124
H -1.983 1.581 0.978 0.4 0.6 -0.5 0.065
H -2.697 3.168 -1.580 -0.5 -0.5 0.6 0.108
H -2.834 1.406 -1.404 -0.4 0.8 0.4 0.121
H -4.405 2.756 0.858 0.0 -0.2 -0.6 0.112
H -4.917 3.240 -0.846 0.2 -0.4 1.0 0.118
H -4.332 0.628 1.421 -0.4 0.1 -1.0 0.011
H -5.079 -0.633 0.389 -0.3 0.8 0.4 0.111
H -6.174 0.680 1.110 0.8 -0.5 0.2 0.106
H -0.317 2.158 2.391 0.7 -0.8 -0.5 0.109
H 1.215 1.761 3.158 -0.6 -0.3 -0.7 0.125
H 0.511 -0.425 3.774 -0.6 0.1 -0.9 0.080
H -0.921 0.593 3.926 0.6 -0.2 -0.5 0.116
H -1.797 -0.137 1.561 0.7 -0.4 0.3 0.100
H -0.540 -1.488 1.650 -0.2 0.9 0.2 0.065
H -0.655 -2.149 4.291 0.2 -0.2 -0.3 0.115
Mg 1.087 -0.910 -3.719 0.4 1.5 0.4 1.292
O -0.737 1.578 -5.547 0.3 -0.9 0.2 -0.409
Cl -1.042 2.822 -4.852 0.0 1.0 0.0 0.638
O -1.407 2.512 -3.480 0.1 -0.3 -0.1 -0.406
O -2.137 3.479 -5.510 0.1 -0.3 0.1 -0.343
O 0.120 3.671 -4.862 -0.1 -0.3 0.1 -0.350
N -8.579 5.763 -1.244 0.1 0.1 0.0 -0.005
C -8.299 7.087 -1.035 0.0 0.0 0.1 -0.147
C -7.000 7.308 -1.411 -0.1 0.1 0.1 -0.111
C -6.476 6.072 -1.870 0.1 -0.1 0.0 -0.112
C -7.474 5.139 -1.757 0.0 -0.1 0.0 -0.150
H -9.457 5.320 -1.053 0.0 0.0 0.0 0.139
H -9.046 7.753 -0.638 0.0 0.0 0.0 0.103
H -6.483 8.252 -1.363 0.0 0.0 0.0 0.091
H -5.481 5.888 -2.241 0.0 0.0 0.0 0.094
H -7.494 4.088 -1.996 0.0 0.0 0.0 0.104
Li -4.202 0.511 3.212 0.3 -0.9 -0.1 0.798
F 8.630 3.987 1.009 0.2 0.1 0.0 -0.798
C 1.187 -3.339 -6.690 -0.9 -1.4 0.0 -0.669
F 0.785 -2.083 -6.388 0.2 0.8 0.5 0.085
F 1.318 -3.985 -5.514 0.2 0.3 0.4 0.097
F 0.170 -3.922 -7.315 0.1 0.2 -0.2 0.149
S 2.726 -3.363 -7.674 0.5 0.7 -0.4 0.557
O 3.690 -2.712 -6.823 -0.3 -0.3 0.4 -0.295
O 2.393 -2.652 -8.874 -0.2 -0.3 0.1 -0.265
N 2.839 -4.933 -7.794 0.3 0.9 -0.1 -0.293
S 4.107 -5.436 -8.616 1.2 -0.6 -0.8 0.574
O 5.384 -5.249 -7.985 -0.4 0.1 0.4 -0.279
O 4.083 -5.189 -10.030 -0.5 0.1 0.2 -0.276
C 3.773 -7.227 -8.456 -0.7 -1.1 0.4 -0.688
F 2.590 -7.568 -8.984 -0.1 0.3 -0.2 0.119
F 3.738 -7.621 -7.175 0.1 0.3 0.2 0.116
F 4.695 -7.971 -9.063 0.3 0.4 -0.2 0.136
N -3.120 -0.563 7.293 0.0 0.1 0.1 -0.006
C -2.461 0.536 7.777 0.0 0.1 -0.1 -0.147
C -2.728 0.633 9.117 0.1 0.1 -0.1 -0.106
C -3.577 -0.452 9.457 -0.1 -0.1 -0.1 -0.106
C -3.799 -1.172 8.312 -0.1 -0.1 0.1 -0.140
H -3.108 -0.873 6.342 0.1 -0.2 -0.1 0.119
H -1.861 1.153 7.127 0.0 0.0 0.1 0.102
H -2.355 1.396 9.781 0.0 0.0 0.0 0.094
H -3.979 -0.678 10.431 0.0 0.0 0.0 0.093
H -4.379 -2.062 8.135 0.0 0.0 0.0 0.107
```
Positions in Å, forces in eV/Å.

The calculation puts the largest force on an atom at 3.0 eV/A. Its charge is -1. The LUMO energy comes out at -2.44 eV.